Record 1
Formula: C54H45KN12O4
Source: the Open Molecules 2025 dataset
Level of theory: ωB97M-V/def2-TZVPD

Structure (ORCA input):
```
! wB97M-V def2-TZVPD RIJCOSX def2/J DEFGRID3
* xyz -2 1
K 0.57569 -1.05722 1.06193
C 3.89017 2.63532 -2.40681
O 3.55061 1.77585 -1.35606
C 4.15039 0.53590 -1.34311
C 5.17784 0.17132 -2.18131
C 5.70028 -1.12909 -2.12617
C 5.14633 -2.03447 -1.24511
C 4.08112 -1.71325 -0.38890
C 3.55168 -2.81807 0.41995
N 2.46619 -2.80041 1.09273
N 2.08832 -3.99044 1.68989
C 1.04850 -3.81463 2.49983
O 0.47784 -2.75979 2.86846
C 0.47461 -5.11732 3.02056
C 1.16681 -6.32189 2.93239
C 0.60825 -7.49388 3.42388
C -0.65619 -7.47821 3.99643
C -1.35696 -6.28143 4.07590
C -0.79317 -5.10909 3.59770
C 3.56144 -0.37176 -0.38299
O 2.63883 0.05224 0.37495
H 3.25388 3.51417 -2.30245
H 3.70830 2.17392 -3.38740
H 4.94093 2.95041 -2.36260
H 5.59011 0.88326 -2.88736
H 6.51566 -1.41671 -2.77905
H 5.52750 -3.05098 -1.21579
H 4.13320 -3.75013 0.39878
H 2.14282 -6.32443 2.46734
H 1.16067 -8.42490 3.35215
H -1.09475 -8.39695 4.37090
H -2.35166 -6.25107 4.50628
H -1.32120 -4.16388 3.64388
C 1.72152 -0.53766 -4.78464
N 0.82585 -0.48990 -3.66033
C 1.10610 -0.72102 -2.36905
N 0.01774 -0.61265 -1.64709
C -0.94068 -0.33690 -2.56244
N -0.49900 -0.24182 -3.80259
C 2.12395 0.81909 -5.31871
C 3.25275 0.92568 -6.12449
C 3.62408 2.14463 -6.67463
C 2.87682 3.27942 -6.41562
C 1.76067 3.18035 -5.58611
C 1.38252 1.95626 -5.03979
C 0.98254 4.37257 -5.28653
N 0.84897 5.45853 -5.97081
N -0.00159 6.27817 -5.24629
C -0.31047 5.62889 -4.17571
O 0.27191 4.40574 -4.13217
C -1.13705 6.04194 -3.05417
C -2.06193 7.07538 -3.21205
C -2.82489 7.46863 -2.12935
C -2.65774 6.85334 -0.89356
C -1.72533 5.83739 -0.73039
C -1.45204 5.24644 0.63337
N -1.01206 3.87760 0.58573
C -1.69898 2.73772 0.37653
N -0.88323 1.71787 0.32709
C 0.34764 2.28639 0.47371
N 0.31360 3.59251 0.63904
C -0.97543 5.42023 -1.82071
H 1.23509 -1.12074 -5.57029
H 2.61548 -1.07938 -4.47067
H 2.10181 -0.93771 -2.01241
H -1.98371 -0.23068 -2.31224
H 3.85058 0.04209 -6.31736
H 4.50835 2.20756 -7.29582
H 3.14703 4.24313 -6.82463
H 0.50832 1.87959 -4.40798
H -2.17121 7.54488 -4.17973
H -3.55758 8.25728 -2.24320
H -3.25745 7.16837 -0.04714
H -2.32056 5.33760 1.28892
H -0.63094 5.79767 1.09441
H -2.77431 2.70424 0.29432
H 1.27488 1.72391 0.45141
H -0.25023 4.62614 -1.69443
N -0.15381 1.12144 7.43392
C -0.12232 0.98885 6.04002
C 0.90855 0.30409 5.40432
C 0.89251 0.19802 4.02458
N -0.06442 0.71763 3.25718
C -1.02958 1.38765 3.86868
C -1.10476 1.56423 5.23976
H 0.32368 0.36824 7.90657
H -1.08858 1.23267 7.79752
H 1.70001 -0.17122 5.97029
H 1.66997 -0.36379 3.51840
H -1.80870 1.78974 3.22647
H -1.93759 2.10440 5.67468
C -4.66527 -2.58858 5.99625
C -4.12115 -1.34327 5.71926
C -3.63121 -1.05878 4.45238
C -3.66537 -2.00293 3.42374
C -4.21702 -3.25604 3.72168
C -4.70732 -3.54191 4.98258
C -3.12424 -1.69527 2.08054
C -3.12395 -2.57402 1.09686
C -2.84278 -2.80851 -0.23076
C -3.74131 -2.44526 -1.28144
C -3.48315 -2.75890 -2.60217
C -2.33078 -3.43626 -2.98726
C -1.43199 -3.79683 -1.97638
C -1.66469 -3.50789 -0.65263
H -5.04294 -2.82072 6.98580
H -4.06734 -0.58654 6.49602
H -3.19240 -0.08867 4.25029
H -4.22713 -3.99259 2.92665
H -5.12058 -4.52465 5.18560
H -2.67367 -0.69031 2.01682
H -4.65890 -1.92812 -1.02270
H -4.20514 -2.44804 -3.35326
H -2.13310 -3.66863 -4.02614
H -0.51201 -4.31723 -2.22664
H -0.92733 -3.81315 0.08232
*
```

***

Record 2
Formula: C54H46ClIN5O3P2S2Tl
Source: the Open Molecules 2025 dataset
Level of theory: ωB97M-V/def2-TZVPD

Structure (ORCA input):
```
! wB97M-V def2-TZVPD RIJCOSX def2/J DEFGRID3
* xyz -2 1
Tl -0.23328 -0.61523 -0.39418
C -4.14621 -0.45428 0.90780
P -2.82379 -1.70073 0.45038
C -3.57490 -2.48293 -1.02104
C -3.41859 -1.76813 -2.20954
C -3.88612 -2.28803 -3.40396
C -4.50933 -3.52612 -3.42964
C -4.67285 -4.24090 -2.25244
C -4.21220 -3.72017 -1.05311
C -2.86387 -3.00094 1.72440
C -2.22735 -4.20769 1.40644
C -1.89739 -5.12035 2.39102
C -2.20435 -4.85517 3.72014
C -2.85943 -3.67838 4.04508
C -3.17466 -2.75379 3.05993
C -3.80838 0.90246 0.34158
C -4.60997 1.68996 -0.46328
C -3.84243 2.81295 -0.84022
C -2.60254 2.64958 -0.24459
C -1.26683 3.39490 -0.32458
P -0.34176 2.70920 1.14563
C -0.94392 3.89061 2.44902
C -1.45801 5.17046 2.23981
C -1.86815 5.96490 3.29953
C -1.76361 5.50584 4.60426
C -1.25316 4.23849 4.83481
C -0.85588 3.44493 3.76857
C 1.41869 3.55842 0.90254
C 1.69492 5.00233 1.22161
C 2.79881 5.56501 0.74304
C 3.78165 4.67921 0.00304
C 3.00719 3.80069 -0.94797
C 1.86100 3.30103 -0.52057
N -2.57966 1.49276 0.48663
H -4.19728 -0.39762 1.99920
H -5.11035 -0.78863 0.51953
H -2.89239 -0.82195 -2.18917
H -3.73931 -1.73764 -4.32299
H -4.85476 -3.94300 -4.36806
H -5.15599 -5.21166 -2.26842
H -4.34460 -4.28755 -0.14088
H -1.94106 -4.38964 0.38007
H -1.36539 -6.02697 2.12965
H -1.90830 -5.54883 4.49864
H -3.10286 -3.46536 5.07997
H -3.64463 -1.82206 3.34652
H -5.62820 1.47749 -0.76167
H -4.16993 3.62932 -1.46954
H -1.36901 4.48012 -0.29191
H -0.74441 3.12363 -1.24727
H -1.54281 5.57374 1.24103
H -2.27977 6.94867 3.10343
H -2.08502 6.13043 5.42926
H -1.17967 3.86448 5.84923
H -0.47486 2.45028 3.96255
H 0.99268 5.55280 1.83532
H 3.05042 6.60694 0.90689
H 4.53341 5.26272 -0.53363
H 3.39702 3.61646 -1.94057
H 1.27372 2.63466 -1.13587
O 0.03575 -3.13315 -0.23229
C 0.92074 -3.83997 0.33613
C 1.50899 -4.95764 -0.34148
C 2.46925 -5.74735 0.23385
C 2.91690 -5.49969 1.53691
C 2.36046 -4.44908 2.23753
C 1.37468 -3.62515 1.68918
C 0.76375 -2.57301 2.47236
N -0.01631 -1.60650 2.03456
C -0.41320 -0.88040 3.11888
C 0.13563 -1.39617 4.25189
N 0.88892 -2.47146 3.83355
H 1.17026 -5.14500 -1.35347
H 2.89918 -6.57221 -0.32584
H 3.68104 -6.12083 1.98885
H 2.72576 -4.25457 3.24305
H -1.07871 -0.04470 2.98324
H 0.06539 -1.11632 5.28816
H 1.40133 -3.09658 4.42647
S 0.62472 0.71369 -3.45811
C 1.01280 2.09165 -4.22848
N 0.11968 2.94183 -4.81145
C 0.60473 4.19157 -5.34263
C 2.02031 3.88855 -5.81330
S 2.66487 2.69925 -4.58598
H -0.83823 2.84305 -4.50989
H 0.61597 4.97849 -4.57458
H -0.02918 4.51686 -6.17203
H 2.65987 4.76785 -5.83840
H 2.01721 3.39449 -6.78546
I 4.07465 3.59864 4.24560
C 3.71371 3.19921 2.18307
C 4.48625 3.91069 1.13313
C 4.69516 2.41114 1.35377
C 3.83349 1.36567 0.74362
N 2.60996 1.42691 1.05760
C 2.33258 2.62545 1.81840
H 5.34407 4.47306 1.49057
H 5.68572 2.12498 1.68620
H 4.21455 0.53889 0.15655
H 1.75146 2.35851 2.70603
Cl 5.52370 -4.49463 -2.94988
C 3.87227 -3.94372 -3.09556
C 3.46557 -2.83070 -2.38295
C 2.16115 -2.38245 -2.53171
C 1.27285 -3.04410 -3.36823
C 1.70860 -4.16781 -4.05895
C 3.01014 -4.62933 -3.93272
C -0.17852 -2.56313 -3.57795
O -0.88194 -3.25990 -4.32691
O -0.50463 -1.48542 -3.00958
H 4.16745 -2.32109 -1.73571
H 1.82535 -1.51008 -1.98913
H 1.00036 -4.65530 -4.71575
H 3.35323 -5.51475 -4.45219
*
```

***

Record 3
Formula: C54H46N15O5PbS2
Source: the Open Molecules 2025 dataset
Level of theory: ωB97M-V/def2-TZVPD

Structure (ORCA input):
```
! wB97M-V def2-TZVPD RIJCOSX def2/J DEFGRID3
* xyz 1 1
Pb 0.93365 0.57487 -0.80906
C -0.43045 4.01902 3.58640
N -0.40471 3.48162 2.22153
C 0.03971 2.30251 1.83324
N -0.05816 2.21504 0.51071
C -0.59011 3.42400 0.13935
N -0.82523 4.21341 1.15644
C -1.29849 3.21534 4.52747
C -1.08386 3.33831 5.89648
C -1.86791 2.62749 6.79265
C -2.86784 1.78353 6.33292
C -3.08084 1.66192 4.96690
C -2.29902 2.37818 4.06630
C -4.14309 0.78892 4.46458
N -4.96321 0.04661 5.11115
N -5.79479 -0.54258 4.14387
C -5.39119 -0.09552 3.01141
O -4.34079 0.75274 3.12754
C -5.90694 -0.34018 1.66345
C -6.99320 -1.18587 1.45627
C -7.46119 -1.38706 0.16932
C -6.84916 -0.75772 -0.91076
C -5.76790 0.08449 -0.70156
C -5.04677 0.75841 -1.84293
N -3.64364 0.34443 -1.85945
C -2.57165 0.97162 -1.38760
N -1.50721 0.19542 -1.51505
C -2.01466 -0.91843 -2.11491
N -3.30296 -0.87127 -2.33763
C -5.30516 0.29200 0.58825
H -0.77410 5.04577 3.48818
H 0.59330 4.04001 3.95668
H 0.38791 1.53868 2.50962
H -0.78856 3.70092 -0.88414
H -0.29803 3.98897 6.26579
H -1.69340 2.72702 7.85602
H -3.48772 1.22011 7.01849
H -2.48408 2.26412 3.00553
H -7.45593 -1.67513 2.30384
H -8.30343 -2.04540 0.00102
H -7.21377 -0.93114 -1.91674
H -5.05847 1.84253 -1.74154
H -5.48268 0.49318 -2.80152
H -2.60762 1.94979 -0.93478
H -1.41975 -1.77167 -2.39805
H -4.44565 0.92855 0.76242
C -1.77067 -7.17298 1.19296
C -1.64965 -5.68105 1.35693
C -1.09578 -5.13963 2.51825
C -0.99051 -3.77004 2.68985
C -1.43526 -2.92306 1.67746
C -2.00701 -3.43891 0.52212
C -2.10340 -4.81263 0.36839
S -1.32668 -1.18564 1.86543
O -2.38033 -0.61020 1.08201
O -1.26434 -0.88921 3.27314
N 0.08002 -0.75683 1.16275
C 1.21635 -0.56164 1.90459
C 1.57971 -1.07585 3.16769
C 2.78931 -0.71537 3.70487
C 3.64819 0.15404 3.01921
C 3.23883 0.61953 1.80027
N 2.05597 0.26582 1.26548
H -2.26382 -7.61880 2.05773
H -0.78510 -7.63544 1.10803
H -2.34366 -7.43090 0.30360
H -0.76087 -5.80276 3.30794
H -0.60184 -3.36114 3.61277
H -2.40011 -2.76855 -0.23203
H -2.56150 -5.21624 -0.52731
H 0.90045 -1.71561 3.70524
H 3.07439 -1.10542 4.67445
H 4.60157 0.45437 3.42839
H 3.83645 1.30469 1.21881
O 8.46476 3.40416 -2.99039
N 7.68710 3.66388 -2.10288
O 7.75167 4.63347 -1.37415
C 6.60819 2.67857 -1.83679
C 6.93202 1.39685 -2.03534
C 5.98265 0.36691 -1.75136
C 6.32262 -0.99170 -1.85200
C 5.38739 -1.93444 -1.53441
C 4.10569 -1.50171 -1.17262
N 3.75041 -0.23157 -1.09923
C 4.68962 0.70429 -1.34526
C 4.34569 2.10621 -1.13548
N 3.09761 2.40089 -0.67611
C 2.81271 3.66405 -0.43127
C 3.70818 4.71542 -0.63004
C 4.95659 4.43945 -1.10038
C 5.31451 3.10040 -1.35490
H 7.91976 1.14058 -2.39432
H 7.32059 -1.27084 -2.16860
H 5.60975 -2.99191 -1.57309
H 3.33739 -2.23358 -0.95692
H 1.81552 3.87744 -0.06839
H 3.39887 5.73106 -0.42651
H 5.66596 5.23330 -1.26926
C -0.84828 0.45498 -5.09609
N 0.48499 0.03412 -5.48251
C 0.47661 -1.02397 -6.46561
C 1.50904 -0.03587 -4.46715
C 1.38939 -1.20686 -3.49347
C 1.59539 -2.49253 -4.02042
C 1.44020 -3.65376 -3.28215
C 1.07965 -3.57911 -1.94664
C 0.92593 -2.33170 -1.35652
C 1.08552 -1.19506 -2.13910
H -1.34807 0.89516 -5.96138
H -0.79162 1.20433 -4.31375
H -1.48282 -0.37659 -4.73738
H -0.16960 -0.73226 -7.29510
H 0.10207 -1.98897 -6.08499
H 1.48329 -1.17776 -6.86291
H 1.53986 0.89557 -3.91474
H 2.46681 -0.15253 -4.98256
H 1.88196 -2.56441 -5.06257
H 1.59938 -4.61634 -3.75156
H 0.93885 -4.47408 -1.35183
H 0.66530 -2.26199 -0.30886
S 1.42780 4.69052 -3.32121
C 0.98928 3.27275 -2.72776
N 0.66186 2.21706 -2.30121
*
```

***

Calculated E (Ha), listed in the same order as above: -3642.7699, -4994.3389, -4271.8670
Calculated ΔE to the lowest compared entry with this formula, charge and spin (kJ/mol), listed in the same order as above: 10.4, 430.6, 211.9